Entry 1:
ORCA calculation (ωB97M-V with the def2-TZVPD basis set) on 15 unconnected molecules or ions with the total composition C30H90O15 in a non-equilibrium geometry.

```
135
Properties=species:S:1:pos:R:3:mulliken_charge:R:1
C 2.645 0.644 4.069 -1.048
C 1.172 0.957 4.069 0.178
O 0.869 1.983 3.104 -0.736
H 3.019 0.410 3.068 0.052
H 2.850 -0.258 4.646 0.389
H 3.232 1.500 4.401 0.349
H 0.854 1.300 5.057 0.625
H 0.574 0.066 3.855 -0.243
H 0.352 2.651 3.558 0.327
C -0.721 -0.343 -3.486 0.696
C -1.115 0.671 -4.535 -0.717
O -1.546 1.891 -3.880 -0.588
H -1.549 -0.480 -2.787 -0.587
H 0.161 -0.003 -2.952 -0.581
H -0.551 -1.323 -3.932 0.507
H -1.907 0.300 -5.190 0.433
H -0.232 0.928 -5.127 0.499
H -1.604 2.548 -4.580 0.259
C -0.235 -0.735 0.467 0.924
C 0.686 0.298 -0.133 2.192
O 1.676 0.709 0.799 0.617
H -0.752 -0.312 1.340 -0.117
H 0.309 -1.593 0.855 -0.120
H -1.071 -0.988 -0.186 -0.891
H 0.135 1.139 -0.568 0.029
H 1.232 -0.182 -0.949 -1.847
H 1.267 1.222 1.517 -0.447
C -3.004 0.002 3.843 -0.059
C -4.492 0.094 4.044 -0.498
O -4.789 -0.235 5.397 -0.558
H -2.472 0.825 4.325 0.572
H -2.730 0.118 2.790 -0.368
H -2.588 -0.962 4.126 -0.067
H -5.046 -0.541 3.340 0.062
H -4.900 1.070 3.749 0.479
H -5.741 -0.166 5.514 0.309
C -2.066 -3.593 -1.641 -0.895
C -0.555 -3.647 -1.462 0.876
O 0.013 -3.864 -2.740 -0.717
H -2.572 -3.704 -0.680 -0.019
H -2.372 -4.475 -2.210 0.464
H -2.411 -2.699 -2.157 0.102
H -0.288 -4.417 -0.731 0.433
H -0.252 -2.685 -1.036 -0.513
H 0.983 -3.902 -2.694 0.247
C -4.466 -4.582 2.177 -1.353
C -4.095 -3.154 2.561 -0.021
O -2.984 -2.717 1.779 0.812
H -4.751 -4.531 1.124 0.227
H -5.347 -4.920 2.727 0.389
H -3.668 -5.308 2.312 0.322
H -3.864 -3.012 3.619 0.392
H -4.925 -2.470 2.368 0.056
H -3.291 -2.171 1.029 -0.410
C 2.238 1.687 -3.617 -0.868
C 2.212 3.110 -4.133 -0.433
O 2.457 2.988 -5.546 -0.590
H 3.271 1.356 -3.759 0.562
H 1.611 0.978 -4.149 0.585
H 2.078 1.521 -2.550 -0.188
H 3.025 3.666 -3.654 0.453
H 1.269 3.628 -3.988 0.135
H 2.966 3.746 -5.845 0.361
C -5.694 -2.259 -0.669 -1.025
C -4.952 -0.988 -0.989 -0.224
O -3.775 -0.917 -0.184 0.314
H -6.575 -2.407 -1.291 0.457
H -5.967 -2.250 0.389 0.199
H -5.035 -3.116 -0.820 0.091
H -5.577 -0.098 -0.861 0.356
H -4.673 -1.010 -2.049 0.296
H -3.275 -0.152 -0.527 -0.481
C 2.578 -1.797 -2.355 0.477
C 3.484 -2.952 -2.698 -0.795
O 2.763 -4.175 -2.637 -0.597
H 3.131 -0.856 -2.308 0.092
H 2.059 -1.949 -1.407 -0.297
H 1.790 -1.585 -3.078 0.150
H 4.319 -2.975 -1.987 0.386
H 3.945 -2.794 -3.681 0.395
H 3.412 -4.883 -2.634 0.308
C 2.933 4.386 2.186 -0.776
C 2.282 5.180 1.060 0.153
O 3.059 5.229 -0.115 -0.571
H 3.941 4.772 2.359 0.368
H 3.027 3.359 1.837 -0.158
H 2.399 4.450 3.131 0.342
H 2.037 6.189 1.416 0.349
H 1.299 4.739 0.845 -0.050
H 2.491 5.446 -0.871 0.283
C 1.054 -2.771 4.287 -0.895
C -0.325 -3.224 3.864 0.280
O -0.367 -3.394 2.452 -0.396
H 1.549 -2.140 3.551 -0.226
H 1.707 -3.652 4.316 0.480
H 1.083 -2.364 5.297 0.441
H -1.055 -2.452 4.137 -0.273
H -0.648 -4.148 4.354 0.384
H -1.305 -3.332 2.187 0.053
C 0.412 4.033 -2.179 0.358
C 0.589 5.411 -2.794 -0.760
O 1.213 6.285 -1.851 -0.548
H 1.321 3.455 -2.149 -0.799
H -0.339 3.457 -2.728 0.474
H -0.022 4.091 -1.177 0.246
H -0.408 5.800 -3.028 0.442
H 1.155 5.390 -3.723 0.385
H 0.982 7.196 -2.049 0.283
C -3.093 2.238 0.838 -0.945
C -2.779 2.530 -0.612 0.208
O -2.512 1.295 -1.285 -0.299
H -3.863 1.478 0.960 0.053
H -3.559 3.114 1.306 0.518
H -2.200 2.067 1.439 0.065
H -1.983 3.265 -0.737 -0.024
H -3.665 2.991 -1.069 0.461
H -2.104 1.530 -2.137 -0.115
C 3.224 -2.951 1.123 -0.322
C 2.645 -4.283 0.626 0.056
O 1.947 -4.922 1.695 -0.611
H 3.792 -3.072 2.043 0.464
H 2.479 -2.174 1.304 -0.478
H 3.869 -2.591 0.314 0.227
H 3.460 -4.892 0.223 0.412
H 2.000 -4.201 -0.253 -0.080
H 1.184 -4.330 1.811 0.317
C 5.239 2.557 -1.590 -1.678
C 4.150 2.114 -0.644 1.021
O 4.118 0.684 -0.688 -0.596
H 5.103 2.138 -2.586 0.320
H 6.206 2.253 -1.184 0.405
H 5.313 3.643 -1.687 0.322
H 3.175 2.476 -0.983 -0.457
H 4.286 2.390 0.402 0.378
H 3.345 0.388 -0.191 -0.028
```

Summary:
- Frontier orbital gap: 9.41 eV
- Multiplicity: 1
- Net charge: 0
- Relative energy (zero: lowest compared OMol25 entry of this formula, charge and spin): 399.1 kJ/mol
- E_HOMO: -9.25 eV
- Calculated total energy: -2325.46666 Eh



Entry 2:
ORCA calculation (ωB97M-V with the def2-TZVPD basis set) on 3 unconnected molecules or ions with the total composition C32H51BrN3O13PS in a non-equilibrium geometry.

```
102
Properties=species:S:1:pos:R:3:mulliken_charge:R:1
C 3.479 -3.482 -0.844 -1.276
C 3.423 -2.269 -1.771 -0.568
C 2.081 -1.532 -1.611 0.656
C 2.114 -0.217 -2.388 -2.009
C 0.973 0.740 -2.093 -0.054
N 1.105 1.470 -0.947 0.623
C 1.938 1.629 -0.001 0.505
C 3.116 2.546 -0.161 -1.386
C 1.800 1.021 1.364 -1.054
O -0.245 0.101 -2.384 -0.185
C -1.331 -0.123 -1.486 2.020
C -0.998 -0.485 -0.030 0.361
C -1.792 -1.557 0.703 -0.477
C -3.113 -1.106 1.275 -0.300
O -3.269 -0.017 1.770 -0.587
N -4.151 -2.087 1.271 -0.145
C -5.026 -1.974 0.123 -0.412
C -5.622 -0.770 -0.236 0.094
C -6.411 -0.718 -1.375 -0.602
C -6.617 -1.849 -2.147 -0.507
C -6.034 -3.054 -1.775 -0.576
C -5.240 -3.109 -0.640 0.070
P -2.146 -1.584 -2.340 0.476
N -1.410 -2.974 -2.276 -0.992
C -2.409 1.007 -1.490 -0.762
C -1.824 2.395 -1.489 -0.735
O -2.925 3.316 -1.271 -0.167
C -2.605 4.327 -0.415 0.757
C -1.766 5.431 -0.992 -0.989
O -2.985 4.329 0.722 -0.565
O -3.430 0.795 -2.462 -0.121
C -3.236 1.284 -3.749 -0.097
Br -4.328 2.856 -4.136 -0.221
S 1.005 2.084 -3.557 1.526
C 2.596 2.067 -4.354 -1.130
O 0.028 1.736 -4.573 -0.827
O 0.874 3.397 -2.947 -0.700
H 4.487 -3.896 -0.818 0.449
H 3.170 -3.226 0.169 0.211
H 2.820 -4.268 -1.209 0.314
H 4.230 -1.579 -1.518 0.402
H 3.506 -2.622 -2.799 0.348
H 1.933 -1.397 -0.540 -0.045
H 1.331 -2.174 -2.066 -0.050
H 2.016 -0.481 -3.444 0.654
H 3.091 0.256 -2.284 0.356
H 4.041 1.972 -0.278 0.378
H 2.990 3.163 -1.048 0.271
H 3.253 3.168 0.721 0.307
H 2.562 0.250 1.494 0.278
H 0.808 0.636 1.567 0.158
H 2.025 1.779 2.115 0.419
H -1.058 0.427 0.567 0.164
H 0.051 -0.766 0.010 -0.873
H -1.211 -1.806 1.596 0.345
H -1.938 -2.507 0.194 0.527
H -4.687 -1.943 2.121 0.402
H -5.449 0.104 0.376 0.442
H -6.849 0.227 -1.664 0.382
H -7.221 -1.791 -3.041 0.404
H -6.174 -3.939 -2.378 0.392
H -4.765 -4.035 -0.350 0.416
H -2.268 -1.134 -3.662 0.111
H -3.444 -1.656 -1.830 -0.081
H -0.562 -2.944 -1.722 0.060
H -2.916 0.918 -0.528 -0.305
H -1.351 2.673 -2.425 0.013
H -1.147 2.503 -0.645 0.907
H -2.135 6.387 -0.631 0.357
H -0.750 5.316 -0.609 0.235
H -1.714 5.416 -2.076 0.317
H -3.602 0.541 -4.450 0.460
H -2.201 1.508 -3.990 0.103
H 2.556 2.873 -5.081 0.435
H 2.714 1.123 -4.879 0.370
H 3.401 2.192 -3.635 0.337
C -0.505 -6.956 4.067 -1.477
C 0.258 -5.803 3.469 0.491
C -0.314 -4.432 3.760 -0.593
O 0.120 -3.675 2.619 -0.165
C 0.232 -4.550 1.581 0.547
O 0.343 -4.238 0.443 -0.488
O 0.190 -5.823 2.031 -0.360
H -0.082 -7.905 3.743 0.359
H -0.468 -6.910 5.155 0.378
H -1.546 -6.933 3.744 0.353
H 1.313 -5.850 3.753 0.246
H 0.061 -3.985 4.677 0.342
H -1.407 -4.435 3.775 0.317
C 5.422 5.595 5.305 -1.481
C 4.871 4.814 4.141 0.512
C 4.524 3.370 4.440 -0.471
O 4.697 2.748 3.157 -0.298
C 5.635 3.467 2.486 0.669
O 6.178 3.107 1.495 -0.528
O 5.863 4.644 3.108 -0.353
H 5.725 6.592 4.989 0.356
H 4.670 5.690 6.087 0.386
H 6.302 5.100 5.716 0.354
H 4.018 5.334 3.699 0.271
H 3.508 3.226 4.799 0.318
H 5.228 2.915 5.140 0.302
```

Summary:
- Frontier orbital gap: 8.19 eV
- Multiplicity: 1
- Net charge: 0
- E_HOMO: -8.00 eV
- SMILES: CCCC[C@](N=C(C)C)(O[C@](CCC(=O)Nc1ccccc1)([PH2]=N)[C@@H](COC(C)=O)OCBr)S(C)(=O)=O.C[C@@H]1COC(=O)O1.C[C@@H]1COC(=O)O1
- Calculated total energy: -5705.79118 Eh